Record 1
This record from the Open Molecules 2025 dataset describes a molecular structure, C33H31LuN4O2PS2. The level of theory is the ωB97M-V functional and the def2-TZVPD basis.

Each line ends with the Löwdin charge.
Atoms and positions in Å:
Lu1 -0.25 -0.30 0.54  1.709
N1 -0.51 -0.25 4.92  0.222
C1 -1.87 -0.52 4.76  -0.157
C2 -2.87 -0.74 5.70  0.026
C3 -4.13 -0.94 5.19  -0.034
C4 -4.38 -0.92 3.81  -0.044
C5 -3.37 -0.71 2.89  -0.023
C6 -2.09 -0.51 3.38  -0.194
N2 -0.86 -0.26 2.73  -0.012
C7 0.03 -0.10 3.71  -0.262
C8 1.40 0.26 3.40  -0.311
C9 2.42 0.57 4.24  -0.277
S1 3.79 1.00 3.32  1.182
C10 2.93 0.72 1.90  -0.442
N3 1.68 0.34 2.05  -0.067
H1 -0.02 -0.18 5.80  0.189
H2 -2.67 -0.74 6.76  0.131
H3 -4.96 -1.11 5.87  0.126
H4 -5.40 -1.07 3.47  0.116
H5 -3.58 -0.66 1.84  0.057
H6 2.44 0.59 5.31  0.100
H7 3.41 0.86 0.94  0.068
O1 -0.52 -2.70 -0.80  -0.077
N4 -0.03 -1.57 -1.48  -0.193
C11 0.11 -1.64 -2.74  -0.045
C12 0.58 -0.53 -3.55  -0.202
C13 0.41 -0.65 -4.93  0.003
C14 0.76 0.39 -5.78  -0.018
C15 1.29 1.55 -5.26  -0.013
C16 1.50 1.68 -3.88  -0.045
C17 1.16 0.65 -3.02  -0.282
P1 1.56 0.78 -1.25  1.013
C18 2.29 2.39 -0.92  -0.415
C19 1.47 3.31 -0.27  -0.114
C20 1.94 4.58 0.04  -0.048
C21 3.24 4.93 -0.28  -0.030
C22 4.07 4.02 -0.93  -0.036
C23 3.60 2.76 -1.25  -0.080
C24 2.81 -0.56 -1.05  -0.375
C25 3.99 -0.54 -1.79  -0.068
C26 4.98 -1.49 -1.59  -0.029
C27 4.79 -2.50 -0.65  -0.029
C28 3.60 -2.58 0.05  -0.044
C29 2.62 -1.62 -0.16  -0.165
H8 -0.40 -3.51 -1.33  0.134
H9 -0.16 -2.56 -3.25  0.159
H10 -0.01 -1.56 -5.33  0.129
H11 0.62 0.28 -6.85  0.129
H12 1.56 2.37 -5.91  0.130
H13 1.93 2.59 -3.50  0.112
H14 0.44 3.06 -0.02  0.091
H15 1.29 5.29 0.53  0.120
H16 3.61 5.92 -0.04  0.125
H17 5.08 4.30 -1.19  0.124
H18 4.27 2.08 -1.76  0.096
H19 4.14 0.21 -2.55  0.108
H20 5.89 -1.45 -2.17  0.127
H21 5.57 -3.24 -0.49  0.127
H22 3.42 -3.39 0.74  0.122
H23 1.68 -1.79 0.39  0.051
O2 -2.22 -0.37 -0.11  -0.735
S2 -3.19 -0.88 -1.22  1.074
C30 -4.62 0.22 -1.18  -0.278
C31 -5.67 -0.42 -0.27  -0.200
C32 -5.57 -1.92 -0.53  -0.194
C33 -4.08 -2.27 -0.46  -0.281
H24 -4.96 0.26 -2.22  0.111
H25 -4.26 1.21 -0.90  0.111
H26 -6.65 -0.02 -0.50  0.137
H27 -5.46 -0.19 0.78  0.106
H28 -5.98 -2.17 -1.51  0.130
H29 -6.12 -2.51 0.21  0.135
H30 -3.80 -3.18 -0.99  0.101
H31 -3.71 -2.32 0.57  0.090

ΔE to the lowest compared entry with this formula, charge and spin ... 8.8 kcal per mole
DFT total energy ... -109338.128 eV
Orbital gap ... 7.99 eV
Total charge ... +3


Record 2
This record from the Open Molecules 2025 dataset describes a molecular structure, C4H5CuO2 at a distorted geometry. The level of theory is the ωB97M-V functional and the def2-TZVPD basis.

Each line ends with the natural charge from an NBO analysis.
Atoms and positions in Å:
O1 0.70 1.53 0.99  -0.607
C1 1.54 0.74 1.50  0.533
C2 1.95 -0.39 0.78  -0.201
C3 1.93 -1.40 0.10  0.154
C4 -1.35 -0.25 -1.36  0.336
H1 1.94 0.94 2.50  0.245
H2 2.18 -2.20 -0.58  0.298
H3 -0.25 1.46 1.33  0.578
H4 -1.01 0.69 -1.82  0.159
Cu1 -4.56 0.41 -1.08  0.982
O2 -2.53 -0.50 -1.22  -0.626
H5 -0.54 -1.03 -1.14  0.148

ΔE to the lowest compared entry with this formula, charge and spin ... 0.0 kcal per mole
DFT total energy ... -52940.009 eV
Orbital gap ... 8.15 eV
Total charge ... +2


Record 3
This record from the Open Molecules 2025 dataset describes a molecular structure, C25H42Cl4N3O9P2STi at a distorted geometry. The level of theory is the ωB97M-V functional and the def2-TZVPD basis.

Each line ends with the Löwdin charge.
Atoms and positions in Å:
Ti1 -0.24 0.20 -0.05  0.967
C1 0.78 -1.12 6.00  -0.031
C2 1.80 -0.65 4.99  -0.416
C3 2.98 -1.57 4.84  -0.031
O1 1.13 -0.60 3.67  -0.149
P1 0.63 0.70 2.99  0.497
O2 -0.42 0.37 1.97  -0.335
C4 2.08 1.45 2.22  -0.174
P2 2.70 0.46 0.84  0.532
O3 1.60 -0.47 0.33  -0.306
O4 3.23 1.29 -0.35  -0.145
C5 4.46 2.12 -0.33  -0.398
C6 4.03 3.57 -0.34  -0.029
C7 5.26 1.71 -1.53  -0.024
O5 3.88 -0.31 1.49  -0.177
C8 4.62 -1.37 0.76  -0.398
C9 6.04 -1.32 1.28  -0.031
C10 3.93 -2.69 0.99  -0.020
O6 0.15 1.60 4.15  -0.150
C11 -0.48 2.95 4.12  -0.365
C12 0.62 3.99 4.19  -0.033
C13 -1.39 3.10 2.93  -0.051
H1 1.25 -1.18 6.99  0.095
H2 0.42 -2.12 5.73  0.097
H3 -0.06 -0.44 6.06  0.082
H4 2.13 0.36 5.23  0.136
H5 2.65 -2.57 4.57  0.097
H6 3.51 -1.62 5.80  0.097
H7 3.68 -1.21 4.08  0.068
H8 2.86 1.52 2.98  0.102
H9 1.81 2.44 1.84  0.062
H10 5.00 1.88 0.59  0.137
H11 3.47 3.79 -1.24  0.092
H12 4.92 4.20 -0.32  0.100
H13 3.42 3.82 0.52  0.066
H14 4.68 1.88 -2.44  0.100
H15 5.54 0.66 -1.49  0.077
H16 6.17 2.31 -1.58  0.099
H17 4.60 -1.10 -0.29  0.133
H18 6.07 -1.60 2.33  0.091
H19 6.46 -0.32 1.17  0.082
H20 6.66 -2.02 0.72  0.098
H21 3.91 -2.93 2.06  0.087
H22 4.50 -3.47 0.48  0.101
H23 2.91 -2.71 0.62  0.069
H24 -1.05 2.95 5.04  0.148
H25 1.17 4.05 3.25  0.069
H26 1.31 3.78 5.00  0.091
H27 0.16 4.96 4.36  0.098
H28 -0.84 3.13 1.98  0.050
H29 -1.93 4.05 3.04  0.103
H30 -2.12 2.30 2.86  0.080
Cl1 0.45 6.12 -3.03  0.704
C14 0.32 4.43 -2.74  -0.696
C15 0.13 3.54 -3.80  -0.690
Cl2 0.03 4.12 -5.41  0.702
C16 -0.01 2.17 -3.55  -0.606
Cl3 -0.30 1.03 -4.80  0.751
C17 0.08 1.72 -2.25  -0.346
O7 -0.09 0.43 -1.84  -0.184
C18 0.31 2.60 -1.20  -0.381
O8 0.36 2.01 0.01  -0.283
C19 0.39 3.96 -1.43  -0.598
Cl4 0.54 5.01 -0.06  0.727
C20 -5.67 2.46 -1.47  -0.079
C21 -5.39 2.26 0.01  -0.254
N1 -5.06 0.87 0.35  0.017
C22 -3.84 0.33 0.27  -0.691
S1 -2.51 1.32 -0.18  0.847
N2 -3.68 -0.96 0.56  0.017
C23 -4.76 -1.89 0.89  -0.218
C24 -5.49 -2.43 -0.34  -0.069
H31 -6.07 3.46 -1.65  0.080
H32 -6.40 1.73 -1.83  0.077
H33 -4.75 2.35 -2.06  0.064
H34 -6.27 2.52 0.61  0.119
H35 -4.57 2.89 0.35  0.084
H36 -5.83 0.24 0.46  0.124
H37 -2.75 -1.33 0.39  0.062
H38 -5.44 -1.40 1.58  0.115
H39 -4.30 -2.70 1.45  0.123
H40 -6.04 -1.65 -0.86  0.069
H41 -6.20 -3.20 -0.04  0.081
H42 -4.78 -2.87 -1.04  0.083
O9 0.25 -3.54 0.77  0.152
C25 -0.34 -2.62 0.36  -0.429
N3 -0.94 -1.64 -0.05  -0.016

ΔE to the lowest compared entry with this formula, charge and spin ... 6.5 kcal per mole
DFT total energy ... -152129.145 eV
Orbital gap ... 7.73 eV
Total charge ... +1


Record 4
This record from the Open Molecules 2025 dataset describes a single C5H8ClN3OS molecule at a distorted geometry. The level of theory is the ωB97M-V functional and the def2-TZVPD basis.

Each line ends with the natural charge from an NBO analysis.
Atoms and positions in Å:
C1 -2.47 2.39 2.51  0.264
C2 -1.73 2.94 0.61  0.222
C3 -2.14 -0.77 -0.38  -0.692
C4 -0.08 0.85 0.40  -0.246
C5 -0.71 -0.82 -0.13  0.278
N1 -2.52 3.29 1.57  -0.508
N2 -1.68 1.34 2.17  -0.399
N3 -1.18 1.64 0.88  -0.260
O1 0.14 -1.23 -1.22  -0.712
S1 -1.27 3.76 -0.76  -0.232
Cl1 -0.33 -1.97 1.12  -0.038
H1 -3.00 2.57 3.55  0.236
H2 -2.34 -1.75 -0.77  0.242
H3 -2.66 -0.51 0.55  0.237
H4 -2.32 -0.08 -1.30  0.239
H5 0.82 0.72 1.01  0.222
H6 0.26 1.11 -0.60  0.239
H7 -1.41 0.56 2.75  0.437
H8 0.18 -0.51 -1.80  0.471

DFT total energy ... -35187.710 eV
Orbital gap (alpha / beta) ... 8.18 / 8.18 eV
SMILES ... C[C@](O)(Cl)Cn1[nH]cnc1=S


Record 5
This record from the Open Molecules 2025 dataset describes 2 unconnected molecules or ions with the total composition C2H10NO2 at a distorted geometry. The level of theory is the ωB97M-V functional and the def2-TZVPD basis.

Each line ends with the natural charge from an NBO analysis.
Atoms and positions in Å:
C1 0.81 -0.34 -1.10  -0.069
O1 1.01 1.00 -1.31  -0.699
C2 -0.15 -0.40 0.10  -0.243
N1 -0.67 -1.79 0.37  -0.675
H1 0.39 -0.90 -1.94  0.168
H2 1.75 -0.84 -0.81  0.178
H3 1.12 1.26 -2.23  0.502
H4 -0.99 0.27 -0.07  0.238
H5 0.37 -0.06 0.98  0.255
H6 -1.70 -1.81 0.35  0.453
H7 -0.37 -2.42 -0.38  0.439
H8 -0.32 -2.19 1.24  0.451
H9 0.04 3.06 2.15  0.486
H10 -0.96 2.81 1.04  0.475
O2 -0.33 2.35 1.61  -0.958

ΔE to the lowest compared entry with this formula, charge and spin ... 19.2 kcal per mole
DFT total energy ... -7814.179 eV
Orbital gap ... 10.87 eV
Total charge ... +1


Record 6
This record from the Open Molecules 2025 dataset describes a single C8H7NO4 molecule. The level of theory is the ωB97M-V functional and the def2-TZVPD basis.

Each line ends with the natural charge from an NBO analysis.
Atoms and positions in Å:
C1 -0.90 -0.81 1.02  0.390
C2 0.07 -0.72 2.01  -0.326
C3 1.34 -0.19 1.74  -0.228
C4 1.57 0.25 0.45  0.209
C5 2.29 1.29 -1.38  0.234
C6 0.59 0.17 -0.54  0.264
C7 -0.66 -0.37 -0.31  -0.168
C8 -1.70 -0.43 -1.36  -0.358
H1 -2.20 -1.66 2.12  0.483
H2 -0.16 -1.07 3.00  0.211
H3 2.09 -0.15 2.51  0.232
H4 2.12 2.37 -1.32  0.150
H5 3.08 1.08 -2.09  0.177
H6 -1.30 -0.23 -2.36  0.239
H7 -2.23 -1.40 -1.41  0.239
N1 -2.87 0.53 -1.20  0.170
O1 -2.14 -1.34 1.21  -0.681
O2 2.69 0.80 -0.10  -0.482
O3 1.08 0.62 -1.73  -0.483
O4 -2.78 1.25 -0.25  -0.272

ΔE to the lowest compared entry with this formula, charge and spin ... 37.4 kcal per mole
DFT total energy ... -18086.513 eV
Orbital gap ... 8.49 eV
SMILES ... O=NCc1c(O)ccc2c1OCO2


Record 7
This record from the Open Molecules 2025 dataset describes 3 unconnected molecules or ions with the total composition C8H16N2O at a distorted geometry. The level of theory is the ωB97M-V functional and the def2-TZVPD basis.

Each line ends with the natural charge from an NBO analysis.
Atoms and positions in Å:
C1 -12.17 -1.50 0.74  0.535
C2 -13.66 1.24 -0.47  0.275
C3 -13.74 -1.20 -0.71  0.081
C4 -13.16 2.45 0.10  -0.708
C5 15.21 -1.92 -0.06  -0.784
C6 14.19 -0.96 -0.25  0.435
C7 13.83 0.23 0.59  -0.526
C8 13.17 1.32 -0.17  -0.573
N1 -12.18 -0.22 0.75  -0.399
N2 -13.20 0.08 -0.26  -0.146
O1 -13.05 -2.12 0.01  -0.458
H1 -10.70 -1.99 2.32  0.308
H2 -14.29 1.37 -1.36  0.235
H3 -14.75 -1.12 -0.37  0.223
H4 -13.58 -1.25 -1.75  0.226
H5 -12.27 2.66 -0.45  0.288
H6 -13.95 3.12 0.13  0.261
H7 -12.75 2.44 1.13  0.279
H8 14.77 -2.92 -0.20  0.349
H9 15.86 -1.67 0.83  0.274
H10 15.84 -2.02 -0.96  0.348
H11 13.72 -1.10 -1.19  0.203
H12 13.04 -0.05 1.18  0.315
H13 14.65 0.42 1.30  0.267
H14 13.95 1.70 -0.71  0.221
H15 12.42 0.97 -0.73  0.222
H16 12.79 2.04 0.56  0.249

ΔE to the lowest compared entry with this formula, charge and spin ... 165.1 kcal per mole
DFT total energy ... -13558.683 eV
Orbital gap ... 7.95 eV
Total charge ... +2


Record 8
This record from the Open Molecules 2025 dataset describes 3 unconnected molecules or ions with the total composition C34H48F3N2O10P at a distorted geometry. The level of theory is the ωB97M-V functional and the def2-TZVPD basis.

Each line ends with the Löwdin charge.
Atoms and positions in Å:
C1 8.19 -1.47 1.58  -0.064
C2 7.54 -0.42 0.67  -0.279
O1 6.32 0.06 1.19  -0.152
C3 5.49 0.56 0.16  -0.200
C4 4.41 1.46 0.72  -0.208
O2 3.75 2.16 -0.30  -0.127
C5 2.60 2.80 0.22  -0.211
C6 1.79 3.46 -0.88  -0.191
O3 1.22 2.52 -1.77  -0.119
C7 -0.12 2.81 -2.07  -0.156
C8 -1.04 2.17 -1.02  -0.204
C9 -2.42 2.47 -1.02  -0.070
N1 -3.30 2.03 -0.16  0.173
C10 -2.74 1.17 0.74  -0.154
C11 -3.59 0.62 1.73  -0.145
C12 -5.05 1.01 1.77  -0.087
C13 -5.97 0.12 0.93  -0.215
C14 -5.90 -1.25 0.93  -0.033
C15 -6.81 -1.95 0.17  -0.096
C16 -7.77 -1.33 -0.58  -0.098
C17 -7.83 0.05 -0.59  -0.080
C18 -6.93 0.75 0.17  -0.058
C19 -3.10 -0.24 2.64  0.003
C20 -1.73 -0.63 2.62  -0.178
C21 -1.26 -1.64 3.68  -0.090
C22 -2.34 -2.27 4.56  -0.259
O4 -3.36 -2.95 3.84  -0.002
C23 -2.93 -1.33 5.64  -0.565
F1 -2.56 -0.05 5.53  0.155
F2 -2.49 -1.73 6.86  0.115
F3 -4.26 -1.43 5.70  0.155
C24 -0.86 -0.12 1.70  -0.250
P1 0.96 -0.44 1.53  1.008
C25 1.11 -1.19 -0.18  -0.232
C26 1.62 -1.79 2.60  -0.441
C27 3.16 -1.92 2.37  -0.141
C28 -1.39 0.82 0.76  -0.199
N2 -0.52 1.36 -0.15  0.168
H1 9.15 -1.12 1.99  0.067
H2 8.42 -2.38 1.01  0.068
H3 7.56 -1.72 2.44  0.074
H4 7.36 -0.91 -0.31  0.114
H5 8.26 0.39 0.49  0.117
H6 6.12 1.11 -0.55  0.126
H7 5.06 -0.30 -0.39  0.130
H8 4.90 2.18 1.41  0.137
H9 3.67 0.90 1.32  0.082
H10 1.98 2.11 0.81  0.072
H11 2.96 3.58 0.92  0.133
H12 1.05 4.09 -0.37  0.128
H13 2.47 4.15 -1.41  0.133
H14 -0.29 3.89 -2.01  0.125
H15 -0.38 2.49 -3.09  0.134
H16 -2.79 3.14 -1.80  0.124
H17 -5.16 2.04 1.41  0.104
H18 -5.43 1.01 2.80  0.132
H19 -5.15 -1.76 1.52  0.106
H20 -6.80 -3.04 0.15  0.106
H21 -8.49 -1.86 -1.19  0.104
H22 -8.57 0.54 -1.22  0.105
H23 -6.99 1.84 0.17  0.115
H24 -3.81 -0.64 3.35  0.114
H25 -0.78 -2.46 3.15  0.111
H26 -0.55 -1.12 4.33  0.128
H27 -1.84 -3.06 5.14  0.156
H28 -3.12 -2.90 2.90  0.096
H29 0.95 -2.27 -0.04  0.037
H30 0.32 -0.85 -0.84  0.028
H31 2.12 -1.02 -0.55  0.032
H32 1.14 -2.75 2.39  0.063
H33 1.46 -1.60 3.66  0.059
H34 3.34 -2.82 1.77  0.072
H35 3.55 -1.08 1.78  0.024
H36 3.71 -1.98 3.31  0.073
C29 9.62 1.89 -2.93  -0.037
O5 10.19 1.10 -1.89  -0.006
C30 11.47 0.78 -2.07  -0.623
O6 12.15 1.10 -3.01  0.127
O7 11.87 0.05 -1.03  0.001
C31 13.24 -0.36 -1.10  -0.041
H37 8.58 2.07 -2.66  0.090
H38 10.14 2.84 -3.02  0.099
H39 9.65 1.35 -3.88  0.099
H40 13.90 0.50 -1.11  0.098
H41 13.41 -0.99 -1.97  0.098
H42 13.44 -0.95 -0.20  0.093
C32 -8.25 -0.85 -5.99  -0.040
O8 -9.64 -0.66 -6.24  0.006
C33 -10.41 -0.79 -5.16  -0.624
O9 -10.03 -1.03 -4.04  0.116
O10 -11.68 -0.59 -5.53  0.006
C34 -12.62 -0.69 -4.46  -0.041
H43 -7.73 -0.72 -6.94  0.093
H44 -7.88 -0.10 -5.29  0.097
H45 -8.06 -1.85 -5.61  0.098
H46 -12.42 0.06 -3.70  0.097
H47 -12.60 -1.69 -4.02  0.098
H48 -13.61 -0.52 -4.88  0.093

DFT total energy ... -76931.716 eV
Orbital gap ... 7.47 eV
SMILES ... CCOCCOCCOCc1cnc2c(Cc3ccccc3)cc(C[C@H](O)C(F)(F)F)c(P(C)CC)c2n1.COC(=O)OC.COC(=O)OC